Computed, not measured: the ion C8H8N5 with charge +1 at a distorted geometry, with the ωB97M-V functional and the def2-TZVPD basis.

Cartesian coordinates (Å):
C  -2.636  -0.563  -0.334
C  -2.821  0.707  -0.711
C  -2.170  1.552  0.235
C  -0.834  1.946  0.304
N  0.116  1.158  -0.303
C  1.299  0.797  -0.313
N  2.539  1.395  -0.209
N  3.432  0.578  -0.138
C  3.000  -0.798  -0.058
N  1.582  -0.683  -0.217
C  0.631  -1.595  0.156
N  -0.530  -1.360  -0.271
C  -1.835  -1.478  0.197
H  -3.374  1.050  -1.512
H  -2.802  2.214  1.016
H  -0.432  2.730  0.988
H  3.372  -1.572  -0.735
H  3.435  -1.037  0.891
H  0.838  -2.236  0.925
H  -0.626  -0.479  -0.812
H  -2.184  -2.327  0.903

Calculated values
frontier orbital gap: 8.051 eV
HOMO energy: -12.90 eV
SMILES: C1=C/C=C\N=C2/N=NCN2/C=[NH+]/C=1
calculated total energy: -15862.69935 eV
F_max: 6.54 eV Å⁻¹
net charge: +1
spin multiplicity: 1

So, what does the Löwdin scheme give us? The charges, in e, come out as: number 1, C, carries 0.07; number 2, C, carries -0.05; number 3, C, carries -0.08; number 4, C, carries -0.07; number 5, N, carries 0.11; number 6, C, carries -0.25; number 7, N, carries 0.13; number 8, N, carries 0.08; number 9, C, carries -0.13; number 10, N, carries 0.04; number 11, C, carries -0.02; number 12, N, carries 0.09; number 13, C, carries -0.06; number 14, H, carries 0.10; number 15, H, carries 0.17; number 16, H, carries 0.14; number 17, H, carries 0.15; number 18, H, carries 0.14; number 19, H, carries 0.15; number 20, H, carries 0.14; number 21, H, carries 0.17



Computed, not measured: the ion C2H5N2S3 with charge +1 at a distorted geometry, with the ωB97M-V functional and the def2-TZVPD basis.

Cartesian coordinates (Å):
N  -0.311  1.625  0.209
C  0.639  0.845  -0.297
C  0.833  -0.480  -0.036
S  2.220  -1.424  -0.608
S  -0.159  -1.504  0.965
N  -1.716  -1.363  0.331
S  -2.305  -0.412  -0.832
H  -0.955  1.306  0.917
H  -0.383  2.585  -0.089
H  1.328  1.317  -0.983
H  3.173  -0.503  -0.388
H  -2.363  -1.991  0.810

Calculated values
frontier orbital gap (spin up / spin down): 6.918 / 5.840 eV
HOMO energy (spin up / spin down): -12.82 / -12.59 eV
SMILES: N/C=C(/S)S[NH+]=S
calculated total energy: -37631.95473 eV
F_max: 1.39 eV Å⁻¹
net charge: +1
spin multiplicity: 1

So, what does the Löwdin scheme give us? The charges, in e, come out as: number 1, N, carries 0.12; number 2, C, carries -0.26; number 3, C, carries -0.95; number 4, S, carries 0.82; number 5, S, carries 1.00; number 6, N, carries -0.85; number 7, S, carries 0.78; number 8, H, carries 0.10; number 9, H, carries 0.14; number 10, H, carries 0.14; number 11, H, carries -0.10; number 12, H, carries 0.06



Computed, not measured: a structure of composition C41H52CsFN12O5S at a distorted geometry, with the ωB97M-V functional and the def2-TZVPD basis.

Cartesian coordinates (Å):
Cs  0.410  0.396  0.408
C  -1.368  2.770  -1.446
C  -0.883  4.210  -1.352
C  0.627  4.295  -1.087
N  1.027  3.557  0.099
C  0.985  4.176  1.237
C  0.525  5.521  1.488
C  0.846  6.395  2.513
C  1.764  6.301  3.556
C  2.533  5.158  3.832
C  2.403  3.887  3.339
C  1.375  3.358  2.450
N  0.826  2.200  2.567
C  1.076  1.398  3.754
C  -0.192  0.686  4.257
C  -0.632  -0.606  3.538
N  -1.401  -0.386  2.329
C  -2.685  -0.299  2.371
C  -3.470  -0.306  3.588
C  -4.757  -0.736  3.807
C  -5.713  -1.240  2.918
C  -5.578  -1.235  1.532
C  -4.595  -0.709  0.715
C  -3.355  -0.043  1.033
N  -2.691  0.724  0.223
C  -3.281  1.135  -1.035
C  -2.876  2.579  -1.352
H  -0.934  2.241  -0.608
H  -0.980  2.299  -2.358
H  -1.414  4.703  -0.531
H  -1.128  4.769  -2.265
H  0.931  5.351  -1.038
H  1.150  3.851  -1.946
H  -0.164  5.916  0.753
H  0.326  7.350  2.449
H  1.924  7.182  4.169
H  3.326  5.285  4.567
H  3.105  3.146  3.707
H  1.464  2.016  4.569
H  1.844  0.638  3.536
H  -1.015  1.406  4.237
H  -0.021  0.432  5.309
H  -1.180  -1.245  4.241
H  0.277  -1.161  3.260
H  -2.924  0.001  4.473
H  -5.063  -0.710  4.851
H  -6.632  -1.637  3.333
H  -6.407  -1.684  0.987
H  -4.795  -0.803  -0.347
H  -4.375  1.069  -1.034
H  -2.933  0.476  -1.850
H  -3.258  3.212  -0.542
H  -3.373  2.909  -2.273
C  4.455  1.778  -3.953
C  3.398  1.233  -3.029
N  3.605  0.940  -1.808
N  4.859  1.137  -1.327
C  5.165  0.849  -0.026
N  6.505  1.075  0.234
S  4.115  0.302  1.098
C  2.016  1.021  -3.542
C  1.516  1.825  -4.558
C  0.223  1.600  -5.014
C  -0.509  0.575  -4.454
C  0.065  -0.176  -3.434
N  1.300  0.049  -2.977
H  5.355  1.156  -3.931
H  4.742  2.796  -3.674
H  4.108  1.789  -4.983
H  5.606  1.370  -1.958
H  6.912  1.873  -0.234
H  6.693  1.061  1.224
H  2.110  2.630  -4.972
H  -0.197  2.224  -5.792
H  -1.513  0.345  -4.783
H  -0.468  -1.022  -3.001
F  -7.192  -4.607  -1.476
C  -6.054  -4.337  -0.806
C  -5.010  -3.773  -1.419
N  -3.845  -3.483  -0.764
C  -2.783  -2.765  -1.477
C  -2.142  -3.551  -2.636
O  -2.747  -4.561  -3.036
O  -1.099  -3.007  -3.082
C  -3.657  -3.833  0.553
O  -2.624  -3.672  1.168
N  -4.772  -4.411  1.154
C  -6.005  -4.694  0.597
O  -6.910  -5.198  1.242
H  -5.022  -3.529  -2.471
H  -2.062  -2.459  -0.735
H  -3.218  -1.849  -1.883
H  -4.673  -4.569  2.145
C  0.551  -3.150  0.002
N  1.907  -3.343  -0.506
C  2.033  -3.392  -1.956
C  2.953  -3.232  0.357
O  2.847  -2.826  1.508
N  4.215  -3.586  -0.168
C  5.329  -3.190  0.673
C  4.364  -4.945  -0.662
H  -0.028  -4.073  -0.007
H  0.040  -2.437  -0.650
H  0.606  -2.761  1.014
H  1.333  -2.688  -2.400
H  1.776  -4.379  -2.350
H  3.050  -3.140  -2.248
H  5.180  -2.177  1.033
H  6.246  -3.235  0.080
H  5.443  -3.849  1.545
H  3.467  -5.283  -1.172
H  4.573  -5.644  0.161
H  5.198  -4.997  -1.367

Calculated values
frontier orbital gap: 4.419 eV
HOMO energy: -1.42 eV
calculated total energy: -85581.27102 eV
F_max: 1.27 eV Å⁻¹
net charge: -2
spin multiplicity: 1

Here are the Löwdin charges for atoms 1 to 99, given in e: number 1, Cs, carries 1.03; number 2, C, carries -0.25; number 3, C, carries -0.19; number 4, C, carries -0.26; number 5, N, carries 0.01; number 6, C, carries -0.27; number 7, C, carries -0.07; number 8, C, carries -0.16; number 9, C, carries -0.18; number 10, C, carries -0.16; number 11, C, carries -0.07; number 12, C, carries -0.27; number 13, N, carries -0.07; number 14, C, carries -0.27; number 15, C, carries -0.18; number 16, C, carries -0.27; number 17, N, carries -0.13; number 18, C, carries -0.26; number 19, C, carries -0.05; number 20, C, carries -0.14; number 21, C, carries -0.16; number 22, C, carries -0.15; number 23, C, carries -0.07; number 24, C, carries -0.25; number 25, N, carries 0.00; number 26, C, carries -0.26; number 27, C, carries -0.19; number 28, H, carries -0.04; number 29, H, carries 0.10; number 30, H, carries 0.10; number 31, H, carries 0.11; number 32, H, carries 0.10; number 33, H, carries 0.09; number 34, H, carries 0.07; number 35, H, carries 0.08; number 36, H, carries 0.06; number 37, H, carries 0.08; number 38, H, carries 0.09; number 39, H, carries 0.10; number 40, H, carries 0.10; number 41, H, carries 0.11; number 42, H, carries 0.10; number 43, H, carries 0.10; number 44, H, carries 0.10; number 45, H, carries 0.08; number 46, H, carries 0.09; number 47, H, carries 0.07; number 48, H, carries 0.09; number 49, H, carries 0.08; number 50, H, carries 0.10; number 51, H, carries 0.10; number 52, H, carries 0.11; number 53, H, carries 0.10; number 54, C, carries -0.04; number 55, C, carries -0.26; number 56, N, carries 0.12; number 57, N, carries -0.03; number 58, C, carries -0.89; number 59, N, carries 0.05; number 60, S, carries 0.70; number 61, C, carries -0.25; number 62, C, carries -0.04; number 63, C, carries -0.07; number 64, C, carries -0.06; number 65, C, carries -0.12; number 66, N, carries 0.12; number 67, H, carries 0.08; number 68, H, carries 0.09; number 69, H, carries 0.07; number 70, H, carries 0.11; number 71, H, carries 0.08; number 72, H, carries 0.07; number 73, H, carries 0.10; number 74, H, carries 0.10; number 75, H, carries 0.11; number 76, H, carries 0.08; number 77, F, carries 0.06; number 78, C, carries -0.19; number 79, C, carries 0.04; number 80, N, carries 0.02; number 81, C, carries -0.05; number 82, C, carries -0.68; number 83, O, carries -0.03; number 84, O, carries -0.08; number 85, C, carries -0.46; number 86, O, carries 0.09; number 87, N, carries 0.22; number 88, C, carries -0.43; number 89, O, carries 0.05; number 90, H, carries 0.15; number 91, H, carries 0.10; number 92, H, carries 0.12; number 93, H, carries 0.16; number 94, C, carries -0.06; number 95, N, carries -0.11; number 96, C, carries -0.05; number 97, C, carries -0.52; number 98, O, carries 0.02; number 99, N, carries -0.16



Computed, not measured: the ion C9H11N2O with charge +1 at a distorted geometry, with the ωB97M-V functional and the def2-TZVPD basis.

Cartesian coordinates (Å):
C  -0.852  -1.895  1.169
C  -1.117  -0.972  0.240
C  -2.346  -0.958  -0.510
C  -3.128  0.111  -0.860
C  -2.659  1.397  -0.481
C  -1.400  1.445  0.006
C  -0.491  0.392  0.253
N  0.767  0.877  0.354
C  2.094  0.555  0.063
N  2.985  1.607  0.244
C  2.378  -0.682  -0.442
O  3.570  -1.057  -0.897
H  -0.012  -1.876  1.739
H  -1.496  -2.734  1.392
H  -2.874  -1.908  -0.830
H  -4.070  -0.154  -1.450
H  -3.098  2.302  -0.605
H  -1.081  2.516  0.153
H  0.828  1.911  0.431
H  3.917  1.229  0.163
H  2.648  2.205  0.994
H  1.662  -1.388  -0.463
H  3.692  -1.827  -1.515

Calculated values
frontier orbital gap (spin up / spin down): 5.525 / 6.034 eV
HOMO energy (spin up / spin down): -11.10 / -11.41 eV
SMILES: C=C1C=CC=C/C1=[NH+]/C(N)=C/O
calculated total energy: -14528.81795 eV
F_max: 3.73 eV Å⁻¹
net charge: +1
spin multiplicity: 1

So, what does the Löwdin scheme give us? The charges, in e, come out as: number 1, C, carries 0.19; number 2, C, carries -0.20; number 3, C, carries -0.04; number 4, C, carries -0.04; number 5, C, carries -0.01; number 6, C, carries -0.03; number 7, C, carries -0.09; number 8, N, carries 0.15; number 9, C, carries -0.31; number 10, N, carries 0.14; number 11, C, carries -0.12; number 12, O, carries 0.05; number 13, H, carries 0.06; number 14, H, carries 0.10; number 15, H, carries 0.15; number 16, H, carries 0.15; number 17, H, carries 0.09; number 18, H, carries 0.15; number 19, H, carries 0.16; number 20, H, carries 0.11; number 21, H, carries 0.11; number 22, H, carries 0.08; number 23, H, carries 0.16



Energy above the lowest of the compared OMol25 structures with the same formula, charge and spin: 405.9 156.3 112.4 336.3 (kJ/mol)